C58H126N10O32 | ωB97M-V with the def2-TZVPD basis set

Structure (XYZ):
```
226
Properties=species:S:1:pos:R:3:forces:R:3
C 20.56993 18.71991 14.20921 -0.525 -0.192 1.031
N 19.75452 18.28249 15.44602 2.411 1.378 -1.935
O 18.57137 18.41216 15.33088 -1.363 -0.394 0.609
O 20.41147 17.97162 16.40882 -0.668 -0.351 0.623
H 21.59207 18.45713 14.40145 0.327 -0.240 -0.078
H 20.45830 19.79062 14.10339 -0.138 0.224 0.224
H 20.12643 18.24428 13.36099 -0.112 -0.440 -0.433
C 17.76214 12.32694 21.47353 1.249 -0.395 0.531
N 16.69132 11.34617 21.76883 -0.408 1.947 -0.030
O 16.81800 10.20399 21.43765 0.059 -1.167 -0.151
O 15.73798 11.82115 22.34653 -0.842 -0.258 0.285
H 17.54563 13.03736 20.66444 -0.260 -0.547 0.082
H 18.60841 11.66859 21.29206 0.296 0.539 -0.424
H 17.93490 12.88052 22.40048 -0.086 -0.055 -0.198
C 11.99270 11.42285 22.73351 0.854 0.339 -1.312
N 11.79293 12.36094 23.86546 0.757 -0.565 -0.369
O 10.65245 12.56475 24.20187 -0.176 0.358 0.464
O 12.79126 12.89787 24.33018 -0.542 -0.272 0.198
H 11.06283 11.37746 22.17267 0.065 -0.251 0.255
H 12.41912 10.44617 22.97998 -0.486 0.244 0.648
H 12.77082 11.85330 22.08468 -0.421 0.124 0.379
C 10.74977 15.41057 18.78452 -0.245 -1.938 -0.666
N 11.85332 14.90601 19.63366 0.014 -0.651 1.144
O 11.74699 13.77900 20.16042 0.133 1.752 -0.986
O 12.82010 15.62978 19.76321 -0.088 -0.345 -0.072
H 10.45918 16.41925 18.93842 0.293 0.871 0.554
H 9.92904 14.72391 18.92180 -0.298 -0.011 0.235
H 11.12642 15.24932 17.77513 0.015 0.340 -0.006
C 16.02706 22.76098 22.35192 0.219 0.885 0.847
N 16.38274 22.28518 20.98211 -0.271 -0.638 0.907
O 15.58821 22.52824 20.11188 -0.380 0.353 -0.608
O 17.39459 21.63398 20.82681 0.289 0.177 0.197
H 16.79580 23.48920 22.68952 -0.447 -0.631 -0.312
H 15.90559 21.95964 23.07394 0.741 -0.554 -0.355
H 15.04922 23.21938 22.33990 -0.030 0.405 -0.580
C 17.98192 8.57748 18.63071 -1.344 -2.316 -0.348
N 18.01829 9.91424 18.08234 0.889 0.140 -0.982
O 17.82118 10.85442 18.79686 -0.715 1.092 1.347
O 18.27649 10.03061 16.91297 -0.077 -0.341 -0.976
H 18.81038 7.95596 18.26452 -0.063 0.643 0.200
H 17.06158 8.08677 18.21038 0.749 0.578 0.243
H 17.84914 8.57248 19.69904 0.319 0.347 0.299
C 16.71750 13.52501 16.60014 -0.569 -0.099 0.008
N 16.39354 12.62177 15.44378 1.363 -0.379 1.094
O 17.30780 12.37706 14.67575 -0.672 0.202 -0.124
O 15.31083 12.09135 15.45754 -0.587 -0.209 -0.499
H 15.78778 14.03620 16.87389 0.301 -0.098 -0.064
H 17.46397 14.19956 16.21694 0.326 0.277 0.275
H 17.06386 12.90019 17.44831 -0.046 0.288 -0.681
C 12.80184 15.48952 23.32347 0.519 -0.249 -0.238
N 12.67338 16.66673 22.41655 0.978 -1.170 1.409
O 13.70156 17.14284 22.02149 0.936 0.740 -0.547
O 11.57637 17.02811 22.13287 -1.759 0.741 -0.670
H 13.29702 14.74170 22.71763 0.096 -0.191 -0.109
H 11.81762 15.15291 23.57753 -0.373 0.021 0.333
H 13.45865 15.68482 24.18231 -0.427 0.288 -0.371
C 20.56800 13.18273 14.73619 -0.118 0.933 -0.365
N 20.65647 14.72004 14.93099 -0.020 -1.701 -0.551
O 21.64103 15.10282 15.50170 0.502 0.419 0.587
O 19.84252 15.43602 14.39344 -0.552 0.071 0.025
H 19.59614 12.74467 14.94683 -0.209 0.549 0.065
H 21.31868 12.77174 15.38445 0.328 -0.162 0.055
H 20.78872 13.06501 13.67110 0.069 -0.135 0.264
C 14.18713 11.45303 18.63907 1.031 -0.195 -0.306
N 13.23576 10.39651 19.06910 -0.808 1.293 2.895
O 12.98671 9.45528 18.38001 0.012 -0.387 -0.620
O 12.79100 10.56880 20.23627 0.698 -0.576 -2.313
H 13.91632 12.41448 19.05091 -0.433 -0.001 0.203
H 14.30410 11.50774 17.55067 -0.213 -0.340 0.325
H 15.13460 11.14769 19.11471 -0.218 0.127 -0.316
C 15.95024 14.18426 25.32722 -1.335 -0.217 0.579
C 17.41519 14.31109 25.34691 1.522 0.810 0.247
C 17.83350 13.05529 26.03423 0.911 -0.692 -0.360
O 16.83015 12.72859 26.94284 -1.244 -0.049 1.023
C 15.57283 13.40136 26.59857 1.255 -0.041 -0.126
H 15.70234 13.59828 24.45725 -0.686 0.014 -0.380
H 15.45655 15.13182 25.39172 -0.465 0.603 -0.623
H 17.74870 15.17329 25.95476 -0.084 -0.215 -0.407
H 17.87682 14.33370 24.35734 -0.051 0.417 0.023
H 18.80626 13.18522 26.50598 -0.042 -0.047 0.547
H 17.99710 12.23166 25.32676 -0.265 -0.065 -0.198
H 15.22927 14.02868 27.45286 0.466 -0.303 -0.529
H 14.79074 12.68021 26.37746 0.047 -0.253 0.119
C 11.09381 19.40384 18.30929 -0.593 0.898 0.290
C 12.50628 19.41116 18.94539 0.171 0.433 -1.017
C 12.54239 20.79710 19.63955 0.231 -1.703 0.891
O 11.63985 21.59730 18.99642 -1.435 1.675 -1.286
C 10.73295 20.90399 18.11277 1.423 -0.056 0.361
H 10.38971 19.01430 19.04300 -0.039 -0.264 0.044
H 10.95309 18.85673 17.37828 0.295 -0.158 0.020
H 13.32158 19.32995 18.17534 -0.882 0.018 0.763
H 12.56650 18.59447 19.65500 0.389 -0.132 0.095
H 13.52072 21.28012 19.65999 0.026 -0.148 -0.119
H 12.19142 20.67499 20.67343 0.306 -0.109 0.174
H 10.97779 21.24993 17.10279 -0.208 -0.114 -0.058
H 9.71092 21.22404 18.35996 0.218 -0.435 -0.024
C 20.52608 18.49342 20.63642 -0.515 -1.051 1.494
C 21.40464 18.96538 21.79412 1.675 0.560 0.464
C 22.85884 18.70464 21.28112 -1.066 0.040 -0.190
O 22.71200 17.60060 20.41560 0.184 -0.025 0.067
C 21.50639 17.80138 19.69540 0.405 0.474 -0.458
H 19.90751 19.32656 20.29530 0.202 -0.327 -0.561
H 19.87181 17.69824 21.03211 -0.172 0.546 -0.131
H 21.30293 18.43065 22.73542 -0.453 -0.226 -0.044
H 21.29670 20.02908 22.02283 -0.160 -0.081 -0.053
H 23.61279 18.44891 22.01793 -0.060 0.082 0.242
H 23.16993 19.56748 20.70354 0.376 0.373 -0.150
H 21.25267 16.79650 19.39109 -0.582 -0.049 -0.416
H 21.67352 18.44959 18.83210 0.193 -0.195 -0.277
C 22.17253 15.66686 23.12488 0.559 -1.211 -0.757
C 22.87279 14.26844 23.29503 -1.171 0.279 0.930
C 21.70572 13.42367 23.84526 0.887 -0.294 -0.095
O 20.54496 13.89875 23.16832 0.044 -0.200 0.350
C 20.65232 15.30466 23.08407 0.637 1.104 0.198
H 22.50128 15.98062 22.14058 0.005 0.777 0.077
H 22.44373 16.38961 23.91421 -0.241 -0.330 -0.439
H 23.73678 14.23896 23.96735 -0.174 0.209 -0.125
H 23.16375 13.89386 22.33390 0.234 -0.173 -0.563
H 21.68163 13.59543 24.93456 -0.483 -0.084 -0.155
H 21.82856 12.33604 23.66008 -0.304 0.646 0.040
H 20.25013 15.83917 23.95209 -0.620 -0.451 0.144
H 20.09486 15.66459 22.19221 0.503 -0.339 0.385
C 13.18860 16.95534 15.09474 -0.503 0.384 1.463
C 13.20699 15.69111 14.31093 -0.546 -1.636 0.593
C 12.78229 14.57764 15.39272 0.829 0.341 -0.586
O 12.73866 15.24057 16.65101 0.296 0.482 -0.381
C 13.46880 16.46782 16.52876 -0.297 -0.167 0.022
H 12.20762 17.37412 15.13943 -0.906 0.390 -0.185
H 13.82690 17.71668 14.67555 0.505 0.203 0.229
H 14.25281 15.56587 14.00378 -0.449 -0.592 -0.370
H 12.48287 15.69356 13.48805 0.567 -0.036 -0.079
H 13.52901 13.77994 15.45048 0.022 0.052 -0.202
H 11.81458 14.08952 15.26424 -0.043 0.273 -0.402
H 14.50618 16.28223 16.69930 1.176 -0.308 -0.152
H 13.17536 17.06328 17.38493 -0.390 0.547 -0.168
C 24.64133 14.63827 19.99599 1.700 1.071 -0.901
C 25.79983 15.12212 20.89892 0.793 0.964 0.070
C 26.91638 15.62628 19.88957 -0.696 -0.721 0.976
O 26.15201 15.98418 18.77252 1.030 1.099 -0.491
C 25.31299 14.92314 18.55933 -1.815 -0.956 1.698
H 23.83379 15.33008 20.17492 -0.724 -0.276 -0.155
H 24.42728 13.58363 20.11444 -0.358 -0.077 0.098
H 26.14304 14.42984 21.65344 0.255 -0.567 -0.090
H 25.52049 16.00886 21.49385 -0.216 -0.253 -0.374
H 27.67972 14.87226 19.64000 -0.367 -0.234 -0.056
H 27.46761 16.47469 20.24766 0.026 0.591 0.184
H 25.89686 14.02141 18.41128 0.112 -0.392 -0.885
H 24.58893 15.16642 17.78236 0.207 -0.226 -0.079
C 21.76366 11.48266 20.06613 -1.781 0.215 -1.211
C 21.21701 12.88933 19.75136 -1.924 -0.536 -0.169
C 20.33501 12.67408 18.45307 0.248 0.733 -0.061
O 20.61739 11.36385 18.00441 0.679 -0.595 0.290
C 21.84122 10.94325 18.63425 -0.403 -0.488 0.062
H 21.01454 10.80862 20.53734 0.607 0.646 0.307
H 22.70190 11.54588 20.57397 0.500 -0.293 0.468
H 22.09050 13.47448 19.58432 0.372 0.963 -0.371
H 20.55875 13.35929 20.49790 0.602 -0.200 0.152
H 20.55497 13.40760 17.64461 0.307 -0.220 0.461
H 19.23741 12.74582 18.57194 0.563 -0.049 0.513
H 22.68453 11.31894 18.04014 0.112 -0.151 0.256
H 21.82426 9.84866 18.70448 0.225 0.189 -0.619
C 20.22994 21.78833 18.40932 0.969 0.626 -0.172
C 19.02362 21.65086 17.52666 -1.569 -1.149 0.072
C 18.70520 23.05093 17.00186 0.999 0.556 -0.635
O 19.92734 23.81602 17.23662 -0.543 0.052 -0.262
C 20.92134 22.93528 17.65479 1.465 -0.325 0.301
H 20.90370 20.92258 18.35797 -0.381 0.006 0.369
H 19.93503 22.02641 19.42690 0.189 0.093 0.201
H 18.15981 21.24189 18.07632 0.278 0.057 -0.175
H 19.24864 20.91788 16.72946 -0.207 0.540 0.024
H 17.91946 23.63941 17.47349 -0.177 -0.517 0.258
H 18.47325 23.02684 15.92418 0.188 0.080 0.324
H 21.76765 23.49300 18.12991 -1.019 -0.294 0.154
H 21.43022 22.42499 16.82013 -0.183 0.194 -0.419
C 16.33830 17.71046 11.06894 -0.390 -0.854 0.434
C 16.52576 17.16600 12.48401 2.257 -0.612 -0.256
C 17.52308 15.88760 12.15273 -0.998 1.501 2.080
O 17.21562 15.48878 10.86052 0.352 -0.290 -0.603
C 16.26550 16.34042 10.30687 -0.635 1.930 -1.168
H 17.17844 18.33909 10.79121 0.317 -0.230 -0.321
H 15.45355 18.35821 11.00156 0.010 -0.479 -0.234
H 15.55356 16.92616 12.90359 0.087 -0.434 0.191
H 17.07014 17.86050 13.15336 -0.429 -0.360 -0.220
H 17.37484 15.04646 12.85077 0.023 0.292 -0.155
H 18.58245 16.21680 12.25519 -0.613 -0.140 -0.223
H 15.26010 15.91742 10.38444 -0.119 -0.031 0.201
H 16.45165 16.49325 9.23198 0.153 -0.274 0.283
C 15.33236 20.14016 15.03671 1.575 0.845 1.522
C 15.51833 19.96471 16.58549 -0.691 -0.432 -0.617
C 15.38206 21.39326 17.11819 -0.111 -0.210 -1.663
O 15.96054 22.20368 16.03310 -0.874 0.581 1.608
C 16.18117 21.43044 14.91375 -0.052 -1.186 -1.262
H 14.32947 20.39247 14.75314 -0.710 -0.279 -0.121
H 15.76380 19.29638 14.49406 -0.272 0.161 -0.125
H 16.50359 19.53307 16.73490 0.301 0.152 0.171
H 14.80626 19.25409 17.01992 0.048 0.248 -0.056
H 15.91826 21.62131 18.02566 0.018 -0.042 0.194
H 14.30828 21.64899 17.20835 0.465 0.068 0.157
H 17.22882 21.17948 14.86372 0.739 -0.405 -0.044
H 15.97841 21.97152 13.99260 -0.319 0.353 0.008
C 17.82508 17.32135 18.56538 -0.568 -0.175 -0.542
C 16.50943 17.29635 19.34364 -0.204 -1.003 -0.035
C 16.17702 15.77813 19.35353 1.165 0.436 0.554
O 17.46082 15.09531 19.22527 -0.571 -0.221 0.299
C 18.50759 16.02792 19.01039 -0.407 0.379 -0.988
H 18.39873 18.21261 18.75194 0.346 0.299 0.147
H 17.60597 17.31996 17.48474 0.212 -0.198 0.296
H 15.69654 17.85740 18.87672 0.153 0.077 0.084
H 16.67112 17.66594 20.34930 -0.134 0.073 0.297
H 15.59336 15.50535 18.49902 -0.535 -0.113 -0.592
H 15.67559 15.39388 20.24653 0.054 0.283 -0.023
H 19.16215 15.62278 18.23894 0.132 -0.003 -0.066
H 19.09607 16.18100 19.89851 0.169 -0.049 0.629
C 16.87962 17.77095 24.74062 1.506 1.597 0.321
C 18.22066 18.62581 24.52058 -0.827 -0.817 0.096
C 17.86294 19.31381 23.22805 0.788 0.020 -0.457
O 16.53211 19.73008 23.41214 -0.443 0.794 0.114
C 15.85176 18.70320 24.09907 -0.464 -2.102 -0.886
H 16.60740 17.65497 25.79594 0.429 -0.473 -0.223
H 16.95144 16.83973 24.19034 0.038 -0.236 0.242
H 19.16688 18.04700 24.49884 -0.636 0.313 0.074
H 18.27227 19.46665 25.20789 0.189 -0.350 0.664
H 17.93225 18.63454 22.38040 -0.024 -0.253 -0.325
H 18.51146 20.17387 23.00271 -0.430 -0.095 0.086
H 15.26977 18.07259 23.39847 0.138 0.605 -0.009
H 15.14518 19.01407 24.84298 -0.218 1.076 0.288
```
Positions in Å, forces in eV/Å.

* E_tot: -142575.7565 eV
* highest occupied orbital energy: -9.188 eV
* strongest force on any atom: 3.385 eV Å⁻¹
* Kohn-Sham gap: 9.196 eV